1.
The following is a DFT calculation (ωB97M-V with the def2-TZVPD basis set) of 2 unconnected molecules or ions with the total composition C4H4FN at a distorted geometry.

Each atom is followed by the atoms it is bonded to, with distances in Å.
Geometry (Å):
1 F -1.3864 -2.1771 0.1476  C4 1.331
2 N -4.0876 0.8874 -0.1892  C3 1.117
3 C -3.2858 0.1304 -0.0114  N2 1.117
4 C -1.1281 -0.8794 0.0039  F1 1.331, C5 1.499, C6 1.501
5 C -0.1034 -0.0852 -0.7492  C4 1.499, C6 1.501, H9 1.038, H10 1.049
6 C -0.1875 0.0244 0.7458  C4 1.501, C5 1.501, H7 1.105, H8 1.023
7 H -0.5413 0.9526 1.2307  C6 1.105
8 H 0.6604 -0.3533 1.1751  C6 1.023
9 H -0.4096 0.6348 -1.4315  C5 1.038
10 H 0.5082 -0.6962 -1.3438  C5 1.049

Max |F|   8.4 eV/A
HOMO level   -10.907 eV

***

2.
The following is a DFT calculation (ωB97M-V with the def2-TZVPD basis set) of 2 unconnected molecules or ions with the total composition C11H15N at a distorted geometry.

Each atom is followed by the atoms it is bonded to, with distances in Å.
Geometry (Å):
1 N -1.7341 -2.0494 -1.8367  C2 1.407, C8 1.494, H15 1.042
2 C -1.6765 -1.0131 -0.8869  N1 1.407, C7 1.405, C10 1.481
3 C 1.4238 0.6893 4.0728  C12 1.508, H13 1.190, H19 1.075, H25 1.122
4 C -1.7968 0.5108 1.0317  C7 1.480, C9 1.356, H18 1.162
5 C 0.7865 0.0813 -3.7098  C11 1.518, H21 1.194, H22 1.060, H27 1.178
6 C -0.3680 1.0957 -0.8413  C9 1.388, C10 1.395, H14 1.123
7 C -2.2805 -0.7067 0.3440  C2 1.405, C4 1.480, H23 1.047
8 C -0.7187 -1.8684 -2.9171  N1 1.494, C11 1.445, H26 1.067
9 C -0.9126 1.3322 0.4138  C4 1.356, C6 1.388, H24 0.998
10 C -0.8315 -0.0034 -1.5646  C2 1.481, C6 1.395, C11 1.429
11 C -0.2140 -0.5256 -2.7427  C5 1.518, C8 1.445, C10 1.429
12 C 2.2501 0.5229 2.8227  C3 1.508, H16 1.088, H17 1.091, H20 1.086
13 H 0.4665 -0.0096 4.1784  C3 1.190
14 H 0.3176 1.7709 -1.4199  C6 1.123
15 H -2.0736 -3.0253 -1.7015  N1 1.042
16 H 1.6418 0.7064 1.9391  C12 1.088
17 H 3.1140 1.1651 2.6432  C12 1.091
18 H -2.1319 0.6844 2.1303  C4 1.162
19 H 1.8217 0.4315 5.0380  C3 1.075
20 H 2.5243 -0.5241 2.7365  C12 1.086
21 H 1.4631 -0.6936 -4.3163  C5 1.194
22 H 0.4198 0.8339 -4.3593  C5 1.060
23 H -3.0932 -1.2477 0.7220  C7 1.047
24 H -0.6892 2.1035 1.0060  C9 0.998
25 H 1.0139 1.7334 4.0686  C3 1.122
26 H -0.4361 -2.6434 -3.5935  C8 1.067
27 H 1.7136 0.6491 -3.2573  C5 1.178

Max |F|   5.9 eV/A
SMILES   Cc1c[nH]c2ccccc12.CC
HOMO level   -7.709 eV

***

- What is the HOMO level in the second record?
  -7.709 eV

***

Copy entry 1 word for word.
The following is a DFT calculation (ωB97M-V with the def2-TZVPD basis set) of 2 unconnected molecules or ions with the total composition C4H4FN at a distorted geometry.

Each atom is followed by the atoms it is bonded to, with distances in Å.
Geometry (Å):
1 F -1.3864 -2.1771 0.1476  C4 1.331
2 N -4.0876 0.8874 -0.1892  C3 1.117
3 C -3.2858 0.1304 -0.0114  N2 1.117
4 C -1.1281 -0.8794 0.0039  F1 1.331, C5 1.499, C6 1.501
5 C -0.1034 -0.0852 -0.7492  C4 1.499, C6 1.501, H9 1.038, H10 1.049
6 C -0.1875 0.0244 0.7458  C4 1.501, C5 1.501, H7 1.105, H8 1.023
7 H -0.5413 0.9526 1.2307  C6 1.105
8 H 0.6604 -0.3533 1.1751  C6 1.023
9 H -0.4096 0.6348 -1.4315  C5 1.038
10 H 0.5082 -0.6962 -1.3438  C5 1.049

Max |F|   8.4 eV/A
HOMO level   -10.907 eV